An isolated ion of composition C3H7N and charge -1 at a distorted geometry. Source: OMol25; level of theory: ωB97M-V/def2-TZVPD.

Geometry (Å):
C 0.08 -0.28 -1.23
C -0.71 -0.52 0.00
C 0.69 0.92 1.34
N -0.43 0.30 1.20
H -0.66 -0.63 -1.96
H 0.21 0.73 -1.38
H 1.01 -0.86 -1.13
H -0.73 -1.56 0.40
H -1.66 -0.29 -0.26
H 1.50 0.69 0.75
H 0.72 1.49 2.28

## Properties
2S+1: 2
Net charge: -1
DFT total energy, eV: -4711.232
Relative energy (zero: lowest compared OMol25 entry of this formula, charge and spin), kJ/mol: 109.03
Largest force on an atom, eV/A: 4.6

One molecule with the formula C9H8N4 at a distorted geometry. Source: OMol25; level of theory: ωB97M-V/def2-TZVPD.

Geometry (Å):
C -0.90 2.40 -0.13
N 0.22 2.89 -0.51
N 1.09 2.11 -1.12
C 1.95 1.29 -0.70
C 2.21 0.65 0.66
N 1.26 -0.31 1.13
C 0.12 -0.72 0.76
C -0.15 -2.06 1.35
N -1.00 -2.90 0.90
C -1.64 -2.56 -0.23
C -1.52 -1.35 -0.86
C -0.82 -0.25 -0.26
C -1.34 1.05 -0.44
H -1.59 3.17 0.28
H 2.68 0.79 -1.42
H 3.15 0.21 0.45
H 2.24 1.51 1.50
H 0.61 -2.28 2.04
H -2.21 -3.44 -0.70
H -1.96 -1.34 -1.85
H -2.39 1.16 -0.86

## Properties
SMILES: C1=N\N=C/C/N=c2/cncc/c2=C/1
Net charge: 0
DFT total energy, eV: -15417.712
Relative energy (zero: lowest compared OMol25 entry of this formula, charge and spin), kJ/mol: 581.30
Largest force on an atom, eV/A: 4.7

A 5-piece molecular cluster, C20H50O21P4 overall at a distorted geometry. Source: OMol25; level of theory: ωB97M-V/def2-TZVPD.

Geometry (Å):
O -1.39 2.06 -1.28
C -2.43 2.23 -1.84
O -2.66 1.56 -2.99
C -4.05 1.31 -3.23
C -4.42 -0.18 -3.08
C -3.49 -0.95 -2.14
C -2.30 -1.51 -2.96
C -0.92 -1.14 -2.42
C -0.76 -1.38 -0.92
O -1.31 -2.61 -0.48
O -4.10 -2.09 -1.54
C -4.76 -1.81 -0.39
O -4.44 -0.99 0.42
H -3.20 2.88 -1.44
H -4.25 1.64 -4.24
H -4.69 1.91 -2.59
H -4.40 -0.60 -4.08
H -5.46 -0.22 -2.78
H -3.05 -0.25 -1.44
H -2.39 -1.30 -4.02
H -2.36 -2.60 -2.87
H -0.68 -0.10 -2.65
H -0.21 -1.78 -2.95
H -1.28 -0.58 -0.40
H 0.30 -1.27 -0.68
H -2.09 -2.42 0.03
H -5.64 -2.43 -0.18
C 0.69 3.28 0.38
O 1.99 3.49 0.92
P 2.68 4.98 1.08
O 1.59 5.92 0.67
O 3.76 4.66 -0.08
C 3.33 4.62 -1.43
O 3.71 6.01 1.87
C 4.47 6.91 1.08
H 0.11 2.68 1.09
H 0.13 4.18 0.17
H 0.80 2.70 -0.53
H 2.45 5.25 -1.59
H 3.10 3.60 -1.72
H 4.14 4.99 -2.05
H 3.86 7.38 0.31
H 5.32 6.40 0.64
H 4.84 7.69 1.75
C -4.13 -4.94 -0.62
O -5.44 -5.20 -0.14
P -5.79 -6.42 0.93
O -4.44 -6.96 1.29
O -6.57 -7.26 -0.20
C -5.82 -7.90 -1.23
O -6.71 -7.04 2.15
C -7.01 -8.42 2.12
H -3.91 -3.89 -0.46
H -3.35 -5.54 -0.16
H -4.12 -5.12 -1.69
H -4.81 -8.15 -0.89
H -5.77 -7.26 -2.11
H -6.34 -8.82 -1.49
H -6.13 -9.01 1.87
H -7.82 -8.63 1.42
H -7.35 -8.69 3.12
C 0.25 -10.26 -1.89
O -0.02 -8.93 -2.29
P 0.56 -7.60 -1.49
O 1.44 -8.19 -0.44
O -0.93 -7.20 -0.99
C -1.55 -7.99 0.03
O 1.07 -6.03 -1.50
C 0.69 -5.21 -0.40
H 0.65 -10.82 -2.73
H 0.94 -10.35 -1.05
H -0.71 -10.71 -1.61
H -0.81 -8.46 0.68
H -2.19 -8.75 -0.42
H -2.17 -7.32 0.63
H 0.82 -5.73 0.55
H -0.34 -4.88 -0.50
H 1.33 -4.33 -0.41
C 7.33 7.98 2.84
O 7.27 9.27 2.25
P 8.04 10.60 2.87
O 8.83 10.05 4.01
O 6.64 11.28 3.29
C 5.92 10.75 4.40
O 8.78 12.06 2.65
C 8.53 13.08 3.61
H 7.65 7.27 2.08
H 8.01 7.90 3.69
H 6.33 7.72 3.17
H 6.58 10.26 5.11
H 5.17 10.03 4.05
H 5.41 11.57 4.89
H 8.59 12.68 4.63
H 7.56 13.55 3.44
H 9.31 13.83 3.48

## Properties
SMILES: O=COCC[C@H](CCCO)OC=O.COP(=O)(OC)OC.COP(=O)(OC)OC.COP(=O)(OC)OC.COP(=O)(OC)OC
Net charge: 0
DFT total energy, eV: -101701.285
Largest force on an atom, eV/A: 6.2

C16H23AlBF7N4O2S as an isolated structure at a distorted geometry. Source: OMol25; level of theory: ωB97M-V/def2-TZVPD.

Geometry (Å):
C 0.62 0.82 3.42
C 0.85 0.90 2.24
C 1.08 1.09 0.78
N 0.29 0.24 -0.15
C 0.89 0.25 -1.27
C 2.20 1.05 -1.27
B 2.30 2.39 -2.19
N 1.65 3.63 -1.94
O 3.08 2.30 -3.36
C 2.56 1.09 0.26
C 3.41 -0.07 0.88
C 3.32 -1.46 0.16
C 2.77 -2.59 1.11
C 1.83 -3.57 0.35
C 0.34 -3.29 0.71
C -0.50 -3.19 -0.59
C -1.98 -2.79 -0.31
S -2.41 -1.23 -1.16
C -3.20 -0.18 0.03
N -3.49 -0.39 1.28
N -4.13 0.75 1.68
C -4.19 1.60 0.72
O -3.58 1.03 -0.38
C 3.26 2.36 0.83
F 3.62 2.17 2.12
F 2.47 3.45 0.83
F 4.41 2.61 0.18
H 0.25 1.10 4.40
H 0.57 2.07 0.64
H -0.60 -0.25 0.04
H 0.57 -0.24 -2.20
H 2.96 0.39 -1.74
H 0.90 3.58 -1.26
H 1.38 4.12 -2.79
H 2.49 1.88 -4.01
H 4.47 0.25 0.83
H 3.21 -0.24 1.95
H 4.36 -1.77 -0.09
H 2.77 -1.47 -0.79
H 3.64 -3.19 1.46
H 2.31 -2.15 2.02
H 2.13 -4.60 0.61
H 1.96 -3.49 -0.75
H -0.04 -4.18 1.26
H 0.23 -2.41 1.37
H -0.01 -2.49 -1.28
H -0.50 -4.19 -1.06
H -2.63 -3.57 -0.74
H -2.22 -2.77 0.77
H -4.62 2.60 0.66
F -7.80 1.54 -2.25
Al -8.15 2.42 -0.81
F -8.57 1.33 0.45
F -9.45 3.51 -1.09
F -6.73 3.31 -0.33

## Properties
Net charge: 0
DFT total energy, eV: -64156.784
Largest force on an atom, eV/A: 3.0

One molecule with the formula C6H7N at a distorted geometry. Source: OMol25; level of theory: ωB97M-V/def2-TZVPD.

Geometry (Å):
C -0.85 -0.98 -0.99
C 1.38 0.84 -1.65
C 0.86 0.91 -0.43
C -0.14 -0.86 1.40
C -1.21 0.15 1.20
C -0.28 -0.19 0.06
N -1.42 -1.76 -1.66
H 2.21 1.52 -1.99
H 1.08 0.31 -2.54
H 1.27 1.52 0.24
H 0.65 -0.48 2.14
H -0.30 -1.93 1.38
H -2.16 -0.10 1.03
H -1.07 1.04 1.83

## Properties
2S+1: 3
Net charge: 0
DFT total energy, eV: -7818.182
Relative energy (zero: lowest compared OMol25 entry of this formula, charge and spin), kJ/mol: 203.18
Largest force on an atom, eV/A: 11.5

A 2-piece molecular cluster, C18H28BClN3O2S3 overall at a distorted geometry. Source: OMol25; level of theory: ωB97M-V/def2-TZVPD.

Geometry (Å):
C 0.46 -2.22 2.50
C 0.23 -0.60 2.56
C 1.52 0.05 1.85
C 1.63 1.65 2.01
N 1.42 2.42 0.75
C 0.02 2.36 0.24
C -1.10 2.79 1.31
C -2.60 2.82 0.74
C -2.75 2.51 -0.83
C -2.89 0.92 -1.16
C -3.91 0.01 -0.39
C -4.05 -1.48 -0.75
B -5.14 -2.44 0.03
O -6.55 -2.19 -0.18
O -4.60 -3.46 0.90
C -3.21 -2.14 -1.90
N -3.29 -3.52 -2.36
S -2.11 -3.53 -3.62
N -1.50 -1.95 -3.65
C -2.19 -1.18 -2.63
C -1.99 0.36 -2.31
C 2.40 2.05 -0.30
S 1.94 1.55 -1.87
S 4.25 2.08 0.00
C 5.06 0.74 -0.99
C 4.35 -0.70 -0.90
C 5.38 -1.94 -0.91
H 0.85 -2.64 3.49
H 1.30 -2.41 1.72
H -0.46 -2.77 2.11
H -0.71 -0.37 1.92
H 0.08 -0.29 3.65
H 1.54 -0.32 0.77
H 2.44 -0.40 2.39
H 2.72 1.87 2.34
H 0.98 1.97 2.89
H -0.26 1.29 -0.12
H -0.04 3.12 -0.62
H -0.83 3.83 1.73
H -1.09 2.03 2.18
H -3.03 3.89 0.90
H -3.28 2.13 1.36
H -1.97 3.00 -1.50
H -3.77 2.96 -1.15
H -4.52 0.50 0.45
H -6.60 -1.53 -0.90
H -4.95 -3.35 1.82
H -1.24 0.97 -2.91
H 6.16 0.59 -0.71
H 5.03 1.07 -2.10
H 3.72 -0.81 -1.87
H 3.57 -0.78 -0.04
H 6.45 -1.63 -1.21
H 5.07 -2.76 -1.67
H 5.32 -2.46 0.13
Cl 6.75 -1.65 -3.16

## Properties
Net charge: -1
DFT total energy, eV: -73386.199
Largest force on an atom, eV/A: 5.6